Below is a cluster of 5 separate species, C35H77Cl4N6O6 in total at a distorted geometry, with properties calculated with ωB97M-V with the def2-TZVPD basis set.

XYZ file:
```
128
Properties=species:S:1:pos:R:3:forces:R:3:lowdin_charge:R:1
C 2.87610 -1.69447 2.49548 -0.3 -0.1 -0.3 -0.078
C 2.71004 -0.80136 1.26409 -0.2 -0.1 0.4 -0.276
C 3.03403 -1.51767 -0.03808 0.0 0.5 0.0 -0.621
Cl 4.80564 -1.57641 -0.25361 0.0 -0.2 0.0 0.708
C 2.45558 -0.84016 -1.30033 0.3 0.1 0.4 -0.311
O 2.80594 0.53275 -1.31791 0.0 -0.1 0.1 -0.083
C 1.77175 1.44059 -1.06218 -0.1 -0.1 0.0 -0.129
C 0.67212 1.29188 -2.08449 0.1 0.3 0.1 -0.229
C 1.02697 1.52849 -3.56511 0.0 0.6 -0.2 -0.551
Cl -0.27822 2.61938 -4.22093 0.0 -0.1 0.0 0.709
C 2.37679 2.19965 -3.86153 -0.1 -0.1 -0.4 -0.250
C 3.52955 1.24568 -4.16773 0.3 0.2 0.0 -0.071
N 0.00104 -0.04063 -1.79647 -0.1 0.2 -0.3 0.037
C -1.06545 -0.38136 -2.79646 -0.6 0.1 -0.2 -0.117
C -2.19446 -1.19378 -2.20140 -0.5 -0.1 0.0 -0.151
C -2.96139 -0.52243 -1.04691 0.5 0.0 0.1 -0.165
C -3.20268 0.97295 -1.18112 -0.6 0.1 0.4 -0.205
N -4.17972 1.26279 -2.24604 1.0 -0.2 -0.2 0.071
C -3.83313 2.26453 -3.16652 -0.4 0.0 -0.3 -0.540
C -3.47672 3.61152 -2.59200 0.3 -0.3 0.0 -0.002
O -3.88665 2.06377 -4.36216 0.0 -0.1 0.4 0.067
C 0.93318 -1.16556 -1.35054 0.5 -0.6 0.1 -0.175
C 0.70955 -2.51844 -1.98796 -0.1 -0.4 -0.5 -0.646
Cl 0.00594 -3.66299 -0.87853 0.1 0.0 0.0 0.742
C 1.03455 -2.91567 -3.23253 0.1 0.4 0.5 -0.722
C 1.62322 -2.04946 -4.29869 -0.2 0.0 -0.3 -0.089
Cl 0.75923 -4.52235 -3.75280 -0.1 -0.1 0.0 0.769
H 3.91812 -1.84254 2.76144 0.1 0.0 0.0 0.078
H 2.32428 -1.27412 3.33398 0.2 0.1 0.1 0.064
H 2.42915 -2.67160 2.29855 0.1 -0.1 0.0 0.080
H 3.31039 0.09905 1.36927 0.0 0.1 -0.1 0.117
H 1.66276 -0.47904 1.25904 0.0 0.0 -0.1 0.102
H 2.66832 -2.54240 0.02391 0.1 -0.1 -0.2 0.102
H 2.99101 -1.29809 -2.12761 -0.2 0.0 -0.2 0.115
H 1.32845 1.32604 -0.06513 0.1 -0.1 0.1 0.141
H 2.19017 2.44208 -1.08188 0.0 0.0 -0.1 0.130
H -0.08635 2.03169 -1.82771 -0.1 0.0 0.0 0.120
H 0.92275 0.64582 -4.18469 0.1 -0.2 0.1 0.081
H 2.21870 2.79057 -4.76151 0.0 0.1 0.0 0.095
H 2.63374 2.92810 -3.09556 0.0 -0.1 0.2 0.100
H 3.64170 0.43427 -3.45799 0.0 0.0 0.1 0.052
H 3.45477 0.84901 -5.17935 -0.1 -0.1 0.0 0.086
H 4.46216 1.80864 -4.13344 0.0 0.0 0.0 0.090
H -0.54420 0.18326 -0.96503 0.0 -0.1 0.2 0.156
H -0.66214 -0.87256 -3.67196 0.4 -0.1 0.1 0.119
H -1.46859 0.57209 -3.13996 0.1 0.0 0.0 0.090
H -2.88177 -1.37617 -3.03031 0.0 0.0 -0.1 0.133
H -1.88224 -2.18041 -1.86883 0.1 0.0 -0.1 0.073
H -3.90817 -1.04453 -0.92023 -0.1 0.0 0.1 0.129
H -2.42230 -0.68557 -0.10634 0.0 0.0 0.1 0.116
H -3.56949 1.34124 -0.22160 0.0 0.1 0.0 0.126
H -2.25723 1.49663 -1.35232 0.0 0.1 -0.1 0.086
H -4.38282 0.41609 -2.76301 -0.2 0.1 -0.1 0.122
H -3.40976 4.30476 -3.42118 -0.1 0.2 0.0 0.090
H -2.49624 3.55738 -2.11450 0.0 0.1 0.0 0.056
H -4.19254 3.92490 -1.83814 -0.1 0.1 0.0 0.093
H 0.66352 -1.34181 -0.31287 -0.2 0.3 0.0 0.112
H 2.36790 -2.60026 -4.86743 0.1 -0.1 0.1 0.094
H 2.07861 -1.13764 -3.93240 0.0 0.1 0.1 0.045
H 0.84271 -1.78409 -5.01808 0.0 0.0 0.0 0.099
C -0.52301 -9.69235 -5.65857 0.0 -0.1 0.0 -0.067
C -1.57000 -8.86996 -4.91381 0.2 0.0 -0.1 -0.431
C -2.41630 -7.95846 -5.81240 -0.1 0.0 0.1 -0.208
O -1.75379 -6.79475 -6.27430 0.1 0.0 0.0 -0.201
C -0.91620 -6.98072 -7.40096 0.0 0.1 0.1 -0.106
N -0.91408 -8.12002 -3.83774 -0.1 0.1 0.0 0.040
H 0.35214 -9.09732 -5.91798 0.0 0.1 0.0 0.064
H -0.17623 -10.51104 -5.02945 0.0 0.0 0.0 0.078
H -0.93258 -10.12012 -6.57520 0.0 0.0 0.0 0.080
H -2.26487 -9.57433 -4.44794 -0.1 0.0 0.0 0.136
H -3.25849 -7.59056 -5.22101 0.0 0.0 0.0 0.121
H -2.83360 -8.51727 -6.65985 0.1 0.0 0.0 0.122
H -1.33243 -7.72061 -8.08966 0.0 0.0 0.0 0.092
H 0.09201 -7.28348 -7.10840 0.0 -0.1 -0.1 0.074
H -0.84630 -6.02355 -7.91729 0.0 0.0 0.0 0.086
H -1.62323 -7.67435 -3.26241 0.0 -0.1 0.1 0.070
H -0.41999 -7.34671 -4.27374 0.1 0.0 0.0 0.038
C 1.31695 1.26303 8.13582 0.1 0.1 0.1 -0.064
C 1.95502 0.29915 7.14059 -0.2 0.0 0.0 -0.428
C 2.51481 0.97634 5.88249 0.1 -0.1 0.0 -0.209
O 1.54312 1.37378 4.93019 0.1 0.1 -0.1 -0.206
C 0.86428 2.58017 5.22276 -0.1 -0.1 -0.1 -0.110
N 0.98907 -0.75448 6.81918 0.2 0.0 -0.3 0.046
H 0.31795 1.56158 7.82050 0.0 0.0 -0.1 0.047
H 1.21547 0.78082 9.10733 0.0 0.0 0.0 0.079
H 1.92303 2.16207 8.26582 0.0 0.0 0.0 0.079
H 2.80876 -0.16807 7.64118 0.1 0.0 -0.1 0.135
H 3.13864 0.24753 5.35717 0.0 0.0 0.0 0.111
H 3.16076 1.82519 6.14423 -0.1 0.0 0.0 0.121
H 1.52494 3.30112 5.71284 0.0 0.0 0.0 0.092
H -0.01353 2.39859 5.84683 0.0 0.0 0.1 0.062
H 0.52584 3.00380 4.27601 0.0 0.0 0.0 0.083
H 1.44752 -1.46438 6.25385 0.0 -0.1 0.1 0.063
H 0.28484 -0.34326 6.20647 -0.2 0.0 0.2 0.029
C -2.89913 0.76225 7.71591 0.0 0.1 0.0 -0.055
C -3.00680 0.98626 6.21061 0.0 -0.1 0.2 -0.425
C -4.37751 0.64209 5.61416 0.0 0.1 -0.1 -0.213
O -4.63676 -0.73889 5.47293 0.0 0.0 0.1 -0.192
C -5.07971 -1.40013 6.64676 0.0 -0.1 -0.1 -0.098
N -1.92012 0.25979 5.54255 -0.1 0.0 -0.2 0.045
H -2.76375 -0.29002 7.96178 0.0 0.0 0.0 0.072
H -2.03476 1.29325 8.11328 0.0 0.0 0.0 0.063
H -3.78691 1.12752 8.23463 0.0 0.0 0.0 0.082
H -2.85231 2.05466 6.02798 0.0 0.0 -0.1 0.133
H -4.41118 1.04286 4.59680 0.0 0.0 0.0 0.119
H -5.18393 1.12611 6.18014 0.0 0.0 0.1 0.123
H -5.72063 -0.75189 7.25024 0.0 0.0 0.0 0.092
H -4.24085 -1.75026 7.25158 0.0 0.1 0.1 0.077
H -5.65629 -2.26887 6.33255 0.0 0.0 0.0 0.088
H -1.91379 0.50115 4.55512 0.0 0.1 0.0 0.076
H -2.16010 -0.72872 5.56071 0.1 0.0 0.1 0.081
C 3.00393 5.81466 0.62278 0.1 -0.1 0.0 -0.062
C 2.29359 5.67963 -0.72038 -0.1 0.1 0.2 -0.439
C 2.46218 6.88624 -1.65350 0.0 -0.1 -0.2 -0.212
O 1.69190 8.01293 -1.30428 0.0 0.0 0.1 -0.184
C 2.23954 8.84399 -0.29407 -0.1 0.0 0.0 -0.095
N 0.87834 5.36213 -0.48497 0.0 -0.2 -0.2 0.038
H 2.45045 6.45226 1.31022 0.0 0.1 0.0 0.069
H 3.09733 4.83833 1.09947 0.0 0.0 0.0 0.071
H 4.00605 6.22801 0.50126 0.0 0.0 0.0 0.083
H 2.74427 4.82536 -1.24101 0.0 0.0 -0.1 0.113
H 2.10805 6.59452 -2.64640 0.0 0.0 0.0 0.122
H 3.52060 7.16061 -1.75352 0.0 0.0 0.1 0.125
H 3.32928 8.89475 -0.36787 0.0 0.0 0.0 0.093
H 1.95529 8.50439 0.70426 0.1 0.0 0.0 0.076
H 1.83149 9.84255 -0.43968 0.0 0.0 0.0 0.091
H 0.43189 5.15865 -1.37581 0.0 0.0 0.0 0.061
H 0.42166 6.21444 -0.17150 0.0 0.0 0.1 0.073
```
Positions in Å, forces in eV/Å.

**Charge**: +1
**HOMO energy**: -10.578 eV
**Gap between HOMO and LUMO**: 7.858 eV
**Total energy**: -4000.19260 a.u.
**E_LUMO**: -2.72 eV
**Spin multiplicity**: 1

***

Below is a cluster of 12 separate species, C35H78F12N12O29S12 in total at a distorted geometry, with properties calculated with ωB97M-V with the def2-TZVPD basis set.

XYZ file:
```
178
Properties=species:S:1:pos:R:3:forces:R:3:lowdin_charge:R:1
C 2.71387 -1.10394 2.33801 -0.1 -0.7 -0.2 0.045
C 2.72788 -2.39468 1.55267 -1.2 3.2 -0.2 -0.408
O 2.09049 -2.48987 0.55878 0.9 -1.9 0.1 0.184
N 3.64822 -3.45928 2.09833 -0.1 -1.2 0.2 0.093
H 3.69153 -3.36340 3.11271 0.8 1.0 0.1 0.173
H 3.21342 -4.38363 2.11269 -0.2 -0.2 -1.2 0.181
C 4.99750 -3.52127 1.41332 0.5 0.3 0.7 0.050
H 2.88529 -1.23877 3.40545 0.0 0.2 0.0 0.101
H 1.74349 -0.67105 2.09534 0.0 0.1 0.4 0.072
H 3.43174 -0.40715 1.90530 0.4 0.0 0.0 0.087
H 5.57016 -2.60883 1.58413 -0.4 0.2 0.2 0.111
H 4.89544 -3.62094 0.33604 -0.4 -0.4 0.2 0.102
H 5.54022 -4.32076 1.91263 0.0 -0.2 -0.4 0.107
C 0.40677 1.89845 -1.39613 -0.1 0.1 -0.6 0.055
C -0.13542 0.64663 -0.77813 1.0 0.6 1.0 -0.365
O 0.40207 0.03984 0.10749 -0.8 -0.2 -0.5 0.126
N -1.45700 0.20199 -1.31034 0.6 0.1 1.1 0.074
H -2.06440 1.02364 -1.47020 -0.2 0.2 -0.3 0.076
H -1.23626 -0.20780 -2.23076 -0.1 -0.3 -0.5 0.082
C -2.22127 -0.78596 -0.48812 0.5 0.6 0.2 0.016
H 0.60559 1.74371 -2.46095 -0.3 0.0 -0.2 0.097
H 1.34661 2.25435 -0.97921 -0.1 -0.5 0.4 0.081
H -0.31858 2.71243 -1.32954 -0.2 -0.1 -0.1 0.087
H -3.15074 -0.91558 -1.03618 0.1 -0.7 0.2 0.086
H -2.44718 -0.36419 0.49074 0.0 0.3 -0.2 0.084
H -1.57266 -1.63706 -0.30244 -0.4 -0.3 -0.5 0.073
C -8.12493 -3.18292 -2.46747 0.0 -1.0 0.5 0.021
C -7.07626 -2.13733 -2.62510 -1.1 0.2 -1.3 -0.381
O -7.20315 -0.97930 -2.43701 0.8 -0.6 0.1 0.202
N -5.79374 -2.73686 -3.26397 -0.3 1.7 -0.8 0.078
H -5.44708 -3.32173 -2.47980 0.6 -0.2 0.0 0.061
H -5.98433 -3.33319 -4.06364 -0.6 -0.4 0.3 0.167
C -4.77226 -1.74700 -3.83106 0.2 -0.6 2.0 0.056
H -9.08306 -2.78094 -2.14971 0.2 0.3 0.0 0.104
H -7.80594 -3.93013 -1.73609 0.1 0.2 0.2 0.076
H -8.26643 -3.79868 -3.35762 0.1 0.4 -0.3 0.098
H -4.74939 -0.88810 -3.16223 -0.3 0.2 -0.4 0.067
H -5.00311 -1.49074 -4.85911 0.1 0.0 0.1 0.116
H -3.83632 -2.28062 -3.66581 0.2 0.2 -0.7 0.089
C -3.07882 5.97199 1.27596 -1.5 0.1 1.3 0.017
C -2.34516 4.76247 1.85881 1.0 -1.0 -1.4 -0.401
C -0.96464 4.61815 1.16819 0.9 -0.5 1.5 -0.103
C 0.09561 5.54656 1.78000 -0.9 2.0 0.8 -0.129
C 0.13398 5.50871 3.32010 0.0 -1.4 -0.2 -0.122
C -1.19212 5.73634 4.06495 0.9 0.2 0.7 -0.410
N -2.21299 4.89435 3.39042 -4.9 1.2 0.5 0.048
O -3.25414 4.62117 3.98840 3.5 0.4 -1.2 0.207
C -1.60289 7.26433 4.00469 0.5 -0.1 0.0 0.016
C -0.99271 5.27954 5.53341 0.3 -0.7 0.2 -0.021
C -3.18861 3.51226 1.56844 0.4 0.1 0.3 0.002
H -3.21491 5.89036 0.19820 0.8 -0.1 -0.1 0.099
H -2.73363 6.94545 1.61481 0.2 0.0 -0.4 0.079
H -4.10680 5.84183 1.62628 -0.1 0.5 0.2 0.097
H -1.07010 4.79189 0.09878 -0.2 0.0 0.1 0.122
H -0.64261 3.58816 1.33325 0.0 -0.1 -0.2 0.098
H -0.24454 6.56600 1.56777 0.3 0.1 -0.6 0.105
H 1.12214 5.46097 1.42970 -0.2 -0.4 -0.3 0.117
H 0.84339 6.16075 3.82939 0.2 0.2 -0.6 0.139
H 0.48206 4.49302 3.52979 -0.1 0.0 0.5 0.111
H -1.29105 7.77890 3.09624 -0.2 -0.4 -0.3 0.079
H -0.97889 7.74339 4.75999 -0.1 -0.2 0.2 0.092
H -2.63571 7.52790 4.22518 -0.1 -0.5 0.0 0.097
H -0.34151 5.96338 6.07687 -0.2 0.3 -0.3 0.098
H -0.44757 4.33550 5.55630 0.1 0.0 -0.3 0.064
H -1.84583 5.05031 6.16957 -0.5 0.6 -0.4 0.082
H -4.25553 3.69022 1.68015 0.0 0.0 -0.1 0.098
H -2.88981 2.69320 2.22055 0.0 0.0 -0.1 0.061
H -2.94597 3.23334 0.54308 -0.3 0.0 -0.1 0.082
C 5.77130 -2.03340 -6.22605 -0.5 1.0 -1.0 -0.036
C 5.33900 -2.04025 -4.75839 0.8 -1.0 -1.4 -0.392
C 6.58828 -2.08973 -3.84435 -0.7 -0.6 -0.6 -0.123
C 6.38816 -1.68867 -2.40714 -0.5 -0.1 0.2 -0.180
C 5.76104 -0.30927 -2.34627 1.5 0.0 -0.5 -0.127
C 4.44678 -0.15650 -3.12697 0.4 1.4 1.6 -0.404
N 4.57060 -0.71569 -4.53859 -3.6 0.3 -0.7 0.074
O 3.77733 -0.27917 -5.36110 3.0 -1.4 2.0 0.260
C 4.11441 1.32854 -3.08975 0.3 1.0 -1.6 -0.006
C 3.29967 -0.91441 -2.44409 0.8 -1.3 0.0 0.023
C 4.37989 -3.26474 -4.68447 -1.5 0.7 0.6 -0.009
H 4.87882 -2.00919 -6.85414 -0.1 0.3 0.1 0.095
H 6.30102 -2.89042 -6.63868 0.3 -0.2 0.9 0.103
H 6.34773 -1.13693 -6.45993 0.1 0.0 0.0 0.099
H 7.35835 -1.47952 -4.31895 0.0 0.1 0.2 0.129
H 6.91793 -3.12712 -3.92727 0.1 0.0 0.0 0.132
H 7.35749 -1.74905 -1.91177 -0.1 0.3 0.2 0.124
H 5.71112 -2.34279 -1.84827 0.1 -0.5 -0.3 0.097
H 6.49330 0.37381 -2.78727 -0.1 0.2 -0.1 0.137
H 5.71245 0.00825 -1.30462 -0.7 0.2 -0.1 0.113
H 4.78159 1.96437 -3.68214 0.6 -0.4 0.0 0.108
H 4.25078 1.70689 -2.07977 -0.6 -0.2 0.1 0.088
H 3.20248 1.63565 -3.60449 -0.6 -0.4 0.7 0.073
H 3.36216 -0.83585 -1.35733 -0.1 1.2 0.0 0.095
H 3.53341 -1.98082 -2.48616 -0.7 -0.2 -0.7 0.066
H 2.33886 -0.62613 -2.86209 -0.1 -0.4 0.1 0.092
H 3.41719 -3.01280 -5.13656 0.0 0.4 0.1 0.083
H 4.09952 -3.57866 -3.67954 0.4 0.0 0.1 0.076
H 4.65459 -4.13086 -5.28428 0.9 0.2 0.2 0.101
C -0.52629 -7.20827 5.72034 -0.3 0.1 0.1 -0.089
C -0.14543 -5.76376 5.41722 -0.3 -0.1 -0.6 -0.236
C -1.35897 -4.89982 5.06515 1.2 1.8 0.7 -0.081
N -0.92421 -3.47195 4.62464 0.2 1.0 -0.6 -0.205
C -0.32367 -2.64545 5.78536 -0.8 -1.3 -0.2 0.055
C -0.06962 -3.44983 3.34925 -0.1 0.0 0.1 -0.081
C -0.88325 -2.72995 2.29311 1.3 0.9 -1.1 -0.178
C -2.28881 -2.91467 2.68395 -1.1 -1.7 0.5 -0.153
C -2.18579 -2.70281 4.16379 -0.4 0.6 1.2 -0.085
H 0.38166 -7.80693 5.77094 -0.1 -0.1 0.1 0.078
H -1.19493 -7.62485 4.96627 0.2 0.0 -0.2 0.082
H -1.06892 -7.29075 6.66253 0.2 0.0 0.1 0.082
H 0.52769 -5.77181 4.55732 0.0 0.0 0.0 0.094
H 0.42975 -5.35639 6.24821 -0.2 0.1 0.1 0.104
H -1.91985 -4.60767 5.95303 -0.3 -0.7 0.0 0.134
H -2.00555 -5.30194 4.28803 0.1 0.0 0.0 0.141
H 0.09480 -1.71448 5.41242 -0.2 -0.1 -0.1 0.081
H 0.38318 -3.23272 6.36852 0.3 0.0 -0.4 0.090
H -1.16991 -2.48380 6.45214 0.1 0.4 0.0 0.113
H 0.85226 -2.89372 3.51834 0.1 -0.3 0.4 0.107
H 0.10191 -4.47592 3.02783 0.2 0.0 0.2 0.122
H -0.66233 -1.66023 2.28015 0.2 0.0 0.2 0.091
H -0.59409 -3.08202 1.30181 -0.3 -0.2 0.0 0.121
H -3.01776 -2.30011 2.16152 0.1 0.1 0.2 0.126
H -2.58487 -3.95987 2.56205 -0.2 0.0 -0.5 0.108
H -2.08579 -1.63544 4.36985 0.5 -0.1 0.2 0.103
H -2.96675 -3.03253 4.84915 -0.3 -0.2 -0.5 0.144
N -1.26950 2.32275 4.40773 1.7 -2.5 -2.2 -0.240
S -0.73296 1.03524 3.46119 1.0 1.7 -2.6 0.552
O -1.79388 0.66945 2.57567 0.3 -0.5 0.1 -0.272
O 0.13795 -0.00652 3.97654 -1.1 1.0 0.1 -0.298
F 0.28456 1.88287 2.56687 -0.5 -0.4 0.5 -0.168
S -1.52147 1.47147 5.66904 -1.5 0.9 6.7 0.446
O -0.38844 1.23990 6.53995 -0.7 -0.2 -1.2 -0.283
O -2.52208 0.43846 5.59018 0.6 -0.1 -0.7 -0.282
F -2.30382 2.62948 6.50936 0.3 -0.5 -0.8 -0.205
N -0.65636 -1.08093 -3.60658 0.6 -2.8 -1.2 -0.286
S -0.24493 -2.65519 -3.99339 0.5 -2.7 4.7 0.541
O 1.17862 -2.80570 -4.05372 -0.2 0.2 -0.8 -0.288
O -1.10997 -3.49901 -4.74508 0.2 1.0 -0.5 -0.239
F -0.52677 -3.24821 -2.50467 0.0 0.7 -0.3 -0.219
S -0.57189 -0.57197 -5.09336 -2.6 5.6 -3.8 0.450
O -1.63311 -1.00996 -5.95870 0.9 -1.2 0.4 -0.271
O 0.73099 -0.35960 -5.64195 0.0 -0.6 0.7 -0.252
F -1.15856 0.90927 -4.85800 1.0 -0.4 0.9 -0.190
N 5.59962 3.09330 1.24033 -3.4 -0.6 0.0 -0.244
S 5.72554 1.74866 2.02293 4.0 -1.8 1.7 0.428
O 5.85330 0.58710 1.17388 -0.7 -0.4 0.2 -0.341
O 5.06765 1.57735 3.29614 -0.3 0.1 -1.1 -0.289
F 7.24519 1.97942 2.44814 -0.2 0.0 0.1 -0.193
S 3.95601 3.01745 1.00392 -0.7 3.8 -2.3 0.510
O 3.16394 3.59879 2.03994 0.2 -0.6 0.3 -0.277
O 3.42641 1.89376 0.27690 0.5 -0.3 0.6 -0.311
F 3.91064 4.18207 -0.10443 0.3 -0.7 0.4 -0.187
N 1.63159 5.48976 -5.90662 1.9 -3.4 1.6 -0.258
S 2.72674 5.61317 -7.01396 -0.3 5.0 -3.8 0.446
O 2.88791 4.61940 -8.02390 0.4 -0.7 0.7 -0.282
O 3.83670 6.45099 -6.62772 0.1 -1.3 0.0 -0.298
F 1.79790 6.68744 -7.81338 0.3 -0.1 -0.2 -0.241
S 2.34348 4.28457 -5.02570 -3.7 -1.0 2.8 0.517
O 3.18889 4.71925 -3.94891 0.5 -0.2 -0.9 -0.290
O 2.51970 2.97458 -5.60963 1.0 1.1 -0.3 -0.306
F 0.97698 3.96309 -4.21774 -0.1 0.2 0.3 -0.239
N -5.08322 -4.20791 -1.10015 -2.6 2.1 2.9 -0.298
S -3.70230 -4.79271 -0.94404 6.2 -3.5 -2.2 0.442
O -3.67984 -6.15441 -0.52380 -0.2 0.1 0.4 -0.258
O -2.66038 -3.92361 -0.45155 -0.9 0.1 0.2 -0.295
F -3.27991 -4.94201 -2.52174 -1.0 0.6 0.9 -0.199
S -5.36122 -3.64382 0.49123 -3.0 0.0 0.1 0.577
O -5.44805 -2.22606 0.51519 0.8 0.0 -0.2 -0.243
O -4.81694 -4.37448 1.59684 0.4 0.3 -1.2 -0.258
F -6.90013 -4.07049 0.55950 0.4 -0.1 -0.4 -0.178
N -3.40708 1.97151 -1.93876 0.0 3.9 -1.5 -0.272
S -4.94930 2.00246 -1.90426 -5.5 -4.6 1.5 0.409
O -5.64108 1.40934 -3.02808 1.0 1.2 0.5 -0.282
O -5.58942 3.03940 -1.15384 0.6 0.9 -0.7 -0.262
F -5.08784 0.79306 -0.87031 0.3 -0.7 0.6 -0.213
S -3.35250 3.48723 -2.77498 5.4 0.4 -2.4 0.576
O -2.84730 4.60044 -2.01270 -1.1 -1.0 0.4 -0.268
O -4.22036 3.69251 -3.88905 -0.7 -0.1 1.4 -0.222
F -2.04082 2.99998 -3.55556 0.0 0.4 0.5 -0.205
```
Positions in Å, forces in eV/Å.

**Charge**: 0
**Relative energy (zero: lowest compared OMol25 entry of this formula, charge and spin)**: 0.000 eV
**HOMO energy**: -7.974 eV
**Gap between HOMO and LUMO**: 4.742 eV
**Total energy**: -10195.52407 a.u.
**E_LUMO**: -3.23 eV
**Spin multiplicity**: 1